# 1
8 unconnected molecules or ions with the total composition C32H56N8. Source: OMol25; level of theory: ωB97M-V with the def2-TZVPD basis set.

Values from the calculation:
- gap between HOMO and LUMO (eV) = 12.00
- energy above the lowest of the compared OMol25 structures with the same formula, charge and spin (kcal per mole) = 50.64

Structure (ORCA input):
```
! wB97M-V def2-TZVPD RIJCOSX def2/J DEFGRID3
* xyz 0 1
C 10.3786 9.2636 22.4179
C 10.5645 10.5705 23.1697
C 10.6058 11.8928 22.3412
C 9.4931 12.0930 21.3582
N 8.6251 12.1970 20.6211
H 11.2667 9.0252 21.8327
H 9.4829 9.2364 21.7973
H 10.1802 8.4746 23.1432
H 11.5466 10.4964 23.6368
H 9.8521 10.7193 23.9812
H 11.4764 11.8443 21.6872
H 10.6758 12.7731 22.9803
C 2.6175 8.4802 25.5876
C 3.0728 9.8891 25.0835
C 2.1192 11.0998 25.4653
C 1.9636 11.1839 26.9367
N 1.8522 11.2898 28.1126
H 2.5172 8.4759 26.6729
H 3.2393 7.6530 25.2449
H 1.6211 8.3230 25.1747
H 3.1138 9.8849 23.9943
H 4.0895 10.0905 25.4209
H 1.1100 10.9386 25.0863
H 2.3683 12.0604 25.0142
C 13.6878 -7.1817 30.5704
C 14.4169 -6.2363 31.5994
C 13.9072 -6.3700 33.0880
C 14.1008 -7.7381 33.5942
N 14.2599 -8.8207 33.9740
H 13.5366 -8.1819 30.9762
H 14.3564 -7.2994 29.7176
H 12.7136 -6.8228 30.2386
H 14.3198 -5.1965 31.2872
H 15.4862 -6.4108 31.4800
H 12.8416 -6.1694 33.1995
H 14.3967 -5.7203 33.8135
C 16.1233 2.2606 31.2444
C 16.0409 2.2078 29.7415
C 16.4786 3.5202 29.0200
C 15.6954 4.7376 29.4379
N 15.1081 5.6975 29.6889
H 16.0226 1.2883 31.7266
H 15.2836 2.8366 31.6332
H 17.0658 2.7151 31.5498
H 15.0721 1.9092 29.3410
H 16.5958 1.3330 29.4027
H 16.5074 3.3369 27.9459
H 17.5211 3.7297 29.2594
C 11.3518 1.8200 38.4785
C 12.2728 1.3096 39.6002
C 13.4651 2.2403 39.8147
C 14.3881 1.8347 40.9153
N 15.0875 1.4657 41.7510
H 11.7660 1.6031 37.4938
H 11.2210 2.9006 38.5353
H 10.3879 1.3155 38.5446
H 12.5643 0.2940 39.3325
H 11.7066 1.2876 40.5313
H 13.1115 3.2511 40.0182
H 14.1257 2.3536 38.9551
C 8.3531 3.9511 30.3046
C 7.0468 3.5054 30.9822
C 6.6320 2.0307 30.7844
C 7.6645 1.0551 31.1934
N 8.4950 0.3075 31.4352
H 8.3284 3.8076 29.2244
H 9.1546 3.3720 30.7632
H 8.4912 5.0188 30.4754
H 6.2190 4.1144 30.6189
H 7.1495 3.7478 32.0399
H 6.4669 1.9241 29.7123
H 5.6721 1.8541 31.2696
C 6.9922 13.9571 35.4987
C 7.2654 13.2481 34.1514
C 8.0687 11.9332 34.3035
C 7.5761 11.0356 35.3516
N 7.1994 10.3106 36.1909
H 6.1980 13.4072 36.0036
H 6.5804 14.9628 35.4145
H 7.8619 13.9623 36.1557
H 7.7568 13.9405 33.4679
H 6.3125 13.0243 33.6718
H 9.0887 12.1412 34.6266
H 8.2287 11.3865 33.3742
C 0.3565 5.7997 34.3405
C -0.7317 5.6684 35.3525
C -1.4121 4.2917 35.2459
C -0.4391 3.1151 35.2765
N 0.3521 2.2413 35.2287
H -0.0425 5.5062 33.3695
H 1.2013 5.1733 34.6269
H 0.7385 6.8133 34.2186
H -1.4410 6.4889 35.2437
H -0.4425 5.8113 36.3937
H -1.9958 4.2022 34.3297
H -2.2121 4.1207 35.9662
*
```

***

# 2
14 unconnected molecules or ions with the total composition H29O14. Source: OMol25; level of theory: ωB97M-V with the def2-TZVPD basis set.

Values from the calculation:
- gap between HOMO and LUMO (eV) = 9.91
- energy above the lowest of the compared OMol25 structures with the same formula, charge and spin (kcal per mole) = 117.14

Structure (ORCA input):
```
! wB97M-V def2-TZVPD RIJCOSX def2/J DEFGRID3
* xyz 1 1
O 1.5354 1.3635 0.2911
H -0.0773 -1.5326 1.2798
O -1.4030 3.4995 2.5030
H -2.7970 -0.0849 2.7582
H 3.8852 1.9187 1.7402
O 0.1378 3.4359 -1.2625
H 1.4402 -3.9042 -3.3382
H -0.4271 3.9665 -0.7277
O -2.7515 -0.7936 2.1484
H -1.3126 -1.1696 -1.5539
H -3.5571 -0.9892 1.7379
O -1.6169 -2.2115 -3.5917
H -1.8635 -3.1478 -3.5765
H -0.6896 -2.3871 -3.6306
O -1.0849 0.2171 3.8853
H 4.4505 2.1789 0.4511
H 1.3034 -2.5045 -4.1639
O 1.9331 -0.1812 -2.8363
H 1.2967 0.4973 -2.8451
H -0.8853 2.9570 1.9144
O 0.8976 -2.2298 0.1238
H 0.5186 -1.8011 -0.6132
H -1.1719 0.9094 4.5519
O -1.0299 -0.6543 -0.7780
H 1.7082 0.6460 -0.3024
H 2.1880 2.0611 0.0762
O 0.3651 -0.9899 2.1343
H -0.8525 3.1523 -3.4666
H -0.4851 2.9379 -1.8498
O 1.0668 -3.3965 -4.0517
H -0.1920 0.0395 4.1558
H -1.6622 -3.1093 3.5203
O -0.7515 -2.7794 3.6406
H -1.6642 0.0088 -0.5962
H -0.5071 -2.7290 4.5664
O -0.9025 2.2170 -3.2506
H -1.9840 4.0318 1.9483
H -0.2495 1.6848 -3.7790
O 3.6886 2.4909 0.9850
H -0.1855 -0.1532 2.3895
H 1.4001 -1.5254 0.4779
H 0.2519 -1.7918 2.7358
H 1.5903 -0.7520 -3.5483
*
```

***

# 3
A molecular structure, C38H35INP2PtS. Source: OMol25; level of theory: ωB97M-V with the def2-TZVPD basis set.

Values from the calculation:
- gap between HOMO and LUMO (eV) = 5.97
- energy above the lowest of the compared OMol25 structures with the same formula, charge and spin (kcal per mole) = 19.53

Structure (ORCA input):
```
! wB97M-V def2-TZVPD RIJCOSX def2/J DEFGRID3
* xyz 1 1
Pt 1.3297 -1.6970 -1.2006
C -3.5581 1.4090 4.9603
S -2.7266 2.3282 3.6373
C -3.5727 1.6207 2.1843
C -2.8710 0.3805 1.6524
C -1.4853 0.7372 1.1118
N -0.8721 -0.3129 0.3175
P -0.9050 -0.3082 -1.4153
C -2.7040 -0.0650 -1.7006
C -3.4886 -1.1963 -1.9013
C -4.8562 -1.0772 -2.0842
C -5.4490 0.1750 -2.0792
C -4.6714 1.3050 -1.8857
C -3.3047 1.1899 -1.7025
C -0.2109 1.3213 -1.8524
C 0.7261 1.9242 -1.0205
C 1.3466 3.1029 -1.3920
C 1.0429 3.6923 -2.6063
C 0.1190 3.0912 -3.4477
C -0.5058 1.9129 -3.0797
P 0.3702 -1.3309 0.8748
C 1.3330 -0.4201 2.1135
C 0.9583 -0.3767 3.4527
C 1.7138 0.3516 4.3538
C 2.8339 1.0463 3.9258
C 3.2190 0.9918 2.5947
C 2.4782 0.2507 1.6900
C -0.4178 -2.6587 1.8317
C -1.7921 -2.8662 1.8104
C -2.3472 -3.8670 2.5891
C -1.5257 -4.6989 3.3354
C -0.1465 -4.5429 3.2951
C 0.4108 -3.5259 2.5449
H -3.0461 1.6553 5.8835
H -3.4851 0.3444 4.7674
H -4.5970 1.7178 5.0203
H -3.5883 2.4081 1.4329
H -4.5920 1.3939 2.4841
H -3.4768 -0.0439 0.8487
H -2.7794 -0.3649 2.4442
H -0.8249 0.9764 1.9521
H -1.5679 1.6372 0.4943
H -3.0247 -2.1738 -1.9219
H -5.4658 -1.9546 -2.2366
H -6.5146 0.2736 -2.2225
H -5.1336 2.2811 -1.8783
H -2.7051 2.0780 -1.5654
H 0.9530 1.4856 -0.0596
H 2.0661 3.5523 -0.7262
H 1.5191 4.6196 -2.8870
H -0.1206 3.5505 -4.3959
H -1.2290 1.4541 -3.7444
H 0.0857 -0.9207 3.7869
H 1.4352 0.3808 5.3969
H 3.4042 1.6328 4.6323
H 4.1046 1.5230 2.2787
H 2.7887 0.1769 0.6497
H -2.4138 -2.2443 1.1830
H -3.4199 -3.9990 2.6052
H -1.9665 -5.4800 3.9369
H 0.4887 -5.2187 3.8483
H 1.4859 -3.3942 2.5014
I 3.7262 -2.9622 -0.5544
C 4.5565 -1.3946 -1.7918
C 5.9010 -1.1691 -1.6956
C 6.5018 -0.2359 -2.5507
C 5.7655 0.3653 -3.5337
C 4.3855 0.1166 -3.6619
C 3.6310 0.6560 -4.7251
C 2.2959 0.3938 -4.8469
C 1.6279 -0.3209 -3.8423
C 2.3156 -0.8539 -2.7800
C 3.7253 -0.7210 -2.7129
H 6.4968 -1.6984 -0.9686
H 7.5523 -0.0237 -2.4424
H 6.2326 1.0309 -4.2429
H 4.1419 1.2728 -5.4486
H 1.7361 0.7693 -5.6879
H 0.5574 -0.4592 -3.9307
*
```

***

# 4
A single C26H23NO5 molecule. Source: OMol25; level of theory: ωB97M-V with the def2-TZVPD basis set.

Values from the calculation:
- gap between HOMO and LUMO (eV) = 9.36
- energy above the lowest of the compared OMol25 structures with the same formula, charge and spin (kcal per mole) = 2.70

Structure (ORCA input):
```
! wB97M-V def2-TZVPD RIJCOSX def2/J DEFGRID3
* xyz 0 1
C 3.9163 -0.3016 -0.9031
O 2.7997 -0.3133 -1.7846
C 1.8081 -1.1509 -1.4569
O 1.8411 -1.8709 -0.4983
C 0.6284 -1.0526 -2.4254
C 0.0087 0.3556 -2.3098
C -0.3486 0.6285 -0.8761
C -1.4759 0.0475 -0.3104
C -1.7896 0.2471 1.0207
C -0.9645 1.0430 1.8019
O -1.1829 1.2467 3.1548
C -2.4224 1.5118 3.6205
O -3.3908 1.6592 2.9178
C -2.4359 1.6248 5.0952
C -1.3106 1.3644 5.8731
C -1.3813 1.4801 7.2472
C -2.5645 1.8556 7.8749
C -2.6424 1.9586 9.3659
C -3.6853 2.1129 7.0906
C -3.6258 1.9988 5.7175
C 0.1680 1.6289 1.2525
C 0.4702 1.4175 -0.0786
N 0.9848 -1.3979 -3.7755
C 1.9054 -0.6482 -4.6010
C 1.9230 -1.4368 -5.8730
C 2.6247 -1.2308 -7.0431
C 2.4448 -2.1334 -8.0823
C 1.5833 -3.2146 -7.9545
C 0.8771 -3.4230 -6.7810
C 1.0585 -2.5226 -5.7458
C 0.4498 -2.4940 -4.3999
O -0.3602 -3.2488 -3.9087
H 3.5904 -0.0562 0.1093
H 4.3978 -1.2810 -0.8886
H 4.5979 0.4551 -1.2834
H -0.1028 -1.8078 -2.1098
H 0.7300 1.0952 -2.6607
H -0.8801 0.3933 -2.9425
H -2.1178 -0.5729 -0.9177
H -2.6670 -0.2096 1.4492
H -0.3881 1.0708 5.3968
H -0.5049 1.2761 7.8457
H -1.6569 2.1080 9.7997
H -3.2906 2.7797 9.6641
H -3.0582 1.0386 9.7780
H -4.6104 2.4050 7.5662
H -4.4905 2.1965 5.1022
H 0.7990 2.2422 1.8772
H 1.3509 1.8782 -0.5033
H 2.8959 -0.5868 -4.1379
H 1.5448 0.3738 -4.7678
H 3.2963 -0.3920 -7.1508
H 2.9850 -1.9913 -9.0066
H 1.4646 -3.8992 -8.7809
H 0.2035 -4.2571 -6.6631
*
```

***

# 5
A molecular structure, C33H40F9GaN3OS2. Source: OMol25; level of theory: ωB97M-V with the def2-TZVPD basis set.

Values from the calculation:
- gap between HOMO and LUMO (eV) = 6.40

Structure (ORCA input):
```
! wB97M-V def2-TZVPD RIJCOSX def2/J DEFGRID3
* xyz -1 1
C 7.7685 4.9520 0.3099
C 7.3111 3.8404 -0.7718
C 6.9641 4.4549 -2.2237
C 5.3376 4.4436 -2.3486
C 4.9495 2.9873 -2.9610
C 3.3917 2.7418 -2.6348
C 2.8800 1.5168 -3.5460
Ga 0.8180 1.1960 -3.4363
C 0.5639 -0.8206 -3.9483
C -0.2641 -1.6635 -2.8569
C 0.5615 -2.0852 -1.5470
S 2.3475 -2.4728 -1.8471
C 3.0106 -3.3568 -0.3418
S 1.9609 -3.9219 0.8644
N 4.4834 -3.5101 -0.2408
C 5.4634 -3.8660 -1.2483
C 6.8409 -3.8154 -0.5122
N 6.6120 -3.4573 0.8869
C 5.1907 -3.3011 1.0091
C 0.0566 1.4127 -1.5287
C 0.0129 2.9379 -1.0228
C -0.0299 3.1238 0.5644
F 0.7751 2.1668 1.2840
F 0.5900 4.4067 0.8410
C -1.5076 3.0103 1.2149
F -1.9777 1.6505 1.2815
F -1.3383 3.4011 2.5996
C -2.5902 4.0257 0.6025
F -3.4119 4.4496 1.7130
F -2.0507 5.2067 0.0440
C -3.6009 3.3880 -0.4746
F -3.0597 2.3591 -1.2650
F -3.9348 4.4478 -1.3876
F -4.8557 3.0235 0.1186
N 0.0260 2.4147 -4.7466
C -1.1217 2.8418 -4.3660
O -2.0736 3.5541 -3.9389
H 8.5085 4.4505 1.0234
H 6.8916 5.3824 0.9026
H 8.2876 5.8154 -0.2381
H 8.1300 3.0404 -0.8075
H 6.3508 3.3246 -0.3834
H 7.3627 5.5128 -2.3931
H 7.3302 3.7418 -3.0572
H 4.9817 5.2906 -3.0325
H 4.8125 4.5283 -1.3310
H 5.0853 3.0011 -4.0964
H 5.5990 2.1930 -2.4549
H 2.7941 3.6789 -2.9202
H 3.2289 2.4255 -1.5326
H 3.1084 1.7867 -4.6530
H 3.4676 0.5408 -3.3443
H -0.1025 -0.7885 -4.9005
H 1.5471 -1.3110 -4.2844
H -1.2294 -1.0998 -2.6229
H -0.5749 -2.6538 -3.3770
H 0.4130 -1.3180 -0.6933
H 0.0759 -3.0592 -1.1477
H 5.2338 -4.1262 -2.3354
H 7.8482 -4.0266 -1.0164
H 4.6207 -3.0425 1.9601
H 0.7720 0.8392 -0.8280
H -0.9626 0.8684 -1.4293
H -0.8309 3.5338 -1.5483
H 0.9902 3.4395 -1.3808
C -4.7555 -1.3823 0.7360
C -5.3418 -2.6363 0.8778
C -5.1085 -3.3885 2.0251
C -4.2960 -2.8821 3.0357
C -3.7128 -1.6264 2.8953
C -3.9388 -0.8781 1.7440
H -4.9348 -0.7973 -0.1601
H -5.9807 -3.0283 0.0929
H -5.5603 -4.3692 2.1325
H -4.1179 -3.4667 3.9326
H -3.0807 -1.2309 3.6838
H -3.4802 0.0971 1.6327
C -8.1801 -6.9695 4.9767
C -7.6682 -6.0072 4.1115
C -7.4532 -4.7085 4.5625
C -7.7412 -4.3742 5.8826
C -8.2496 -5.3374 6.7489
C -8.4732 -6.6339 6.2953
H -8.3507 -7.9812 4.6237
H -7.4373 -6.2697 3.0839
H -7.0606 -3.9570 3.8861
H -7.5691 -3.3629 6.2357
H -8.4726 -5.0770 7.7787
H -8.8746 -7.3831 6.9693
*
```

***

# 6
2 unconnected molecules or ions with the total composition C13H28BrF3O3PS. Source: OMol25; level of theory: ωB97M-V with the def2-TZVPD basis set.

Values from the calculation:
- gap between HOMO and LUMO (eV) = 6.25

Structure (ORCA input):
```
! wB97M-V def2-TZVPD RIJCOSX def2/J DEFGRID3
* xyz -1 1
C 5.0576 0.0609 2.2525
C 4.7024 0.3496 0.7844
C 4.0991 1.7413 0.5485
C 3.4317 1.8821 -0.8290
C 2.2951 2.9269 -0.8937
C 1.0007 2.3606 -1.5014
P -0.1411 1.5609 -0.1651
C -1.1707 0.8496 1.3934
C -2.3071 1.6604 1.8246
O -2.4205 2.3667 2.7887
Br -3.8761 1.6069 0.5971
C -0.7193 0.1278 -1.3323
C 0.1129 -1.1457 -1.5040
O 1.4898 -0.9296 -1.8181
C 0.1185 -2.1148 -0.3285
F 0.6743 -3.2979 -0.6800
F -1.1323 -2.3981 0.0676
F 0.7861 -1.6997 0.7537
H 4.4255 0.6356 2.9346
H 6.1072 0.2900 2.4664
H 4.9205 -1.0028 2.4807
H 3.9937 -0.4076 0.4235
H 5.6059 0.2357 0.1679
H 4.9122 2.4805 0.6232
H 3.3619 1.9527 1.3308
H 4.1947 2.1037 -1.5887
H 3.0014 0.9067 -1.0886
H 2.6236 3.7997 -1.4784
H 2.0818 3.3060 0.1150
H 1.2892 1.6492 -2.2849
H 0.4240 3.1609 -1.9882
H -1.3108 2.3093 -0.6392
H 0.2053 2.6768 0.7379
H 1.0063 0.8001 0.3344
H -0.4737 0.8597 2.2397
H -1.5387 -0.1686 1.2303
H -1.7395 -0.1890 -1.0679
H -0.8006 0.5748 -2.3344
H -0.3446 -1.7497 -2.3060
H 1.5238 -0.6401 -2.7367
C -5.0705 -4.1498 -0.3624
S -5.1124 -2.3841 -0.7170
O -3.8552 -1.8140 -0.1933
C -6.3876 -1.9839 0.4873
H -4.2867 -4.5842 -0.9795
H -4.8339 -4.2987 0.6911
H -6.0321 -4.5987 -0.6142
H -6.0525 -2.2916 1.4776
H -7.3190 -2.4825 0.2157
H -6.5200 -0.9041 0.4649
*
```

***

# 7
A molecular structure, C5H7NO. Source: OMol25; level of theory: ωB97M-V with the def2-TZVPD basis set.

Values from the calculation:
- gap between HOMO and LUMO (eV) = 10.47
- energy above the lowest of the compared OMol25 structures with the same formula, charge and spin (kcal per mole) = 85.10

Structure (ORCA input):
```
! wB97M-V def2-TZVPD RIJCOSX def2/J DEFGRID3
* xyz 0 1
O 1.7233 -0.7605 -0.9794
C 1.1400 -0.2673 0.2113
C 0.4088 1.0528 0.1763
C -1.0550 0.8187 -0.0628
C -1.1721 -0.6393 -0.4097
C -0.2287 -0.7606 0.8317
N -0.5090 0.6796 1.2922
H 1.8443 -0.0423 -1.6169
H 1.8619 -0.4109 1.0142
H 0.8211 2.0422 0.0159
H -1.7226 1.6211 -0.3555
H -0.6862 -0.6904 -1.4815
H -2.1370 -1.1609 -0.3051
H -0.2890 -1.4823 1.6695
*
```

***

| no. | E_HOMO (eV) | LUMO (eV) |
| --- | --- | --- |
| 1 | -11.46 | 0.542 |
| 2 | -12.84 | -2.929 |
| 3 | -10.25 | -4.283 |
| 4 | -8.85 | 0.515 |
| 5 | -5.25 | 1.147 |
| 6 | -3.92 | 2.328 |
| 7 | -9.62 | 0.849 |